Run A
Below is C4H4N2O3 in the gas phase, with properties calculated with wB97M-V/def2-TZVPD.

Results
SMILES: O=C1[C@H]2N[C@H]2C(=O)N1O
HOMO energy, eV: -10.2
Spin multiplicity: 1

Atoms and positions in Å:
C1 0.08118 -1.15493 -0.34617
C2 -0.48459 -1.04090 1.05238
C3 -0.67549 0.38067 1.38779
C4 -0.29249 1.08683 0.09874
H1 0.57219 1.56367 -1.93467
H2 -1.23019 -1.80554 1.31426
H3 0.38353 -0.60401 2.87636
H4 -1.41900 0.88840 1.93439
N1 0.25731 0.13829 -0.74460
N2 0.49441 -0.26454 1.91188
O1 0.74369 0.57981 -2.00286
O2 0.39286 -2.16924 -0.94114
O3 -0.55408 2.24083 -0.24572

Run B
Below is 2 unconnected molecules or ions with the total composition C4H4N2O3, with properties calculated with wB97M-V/def2-TZVPD.

Results
HOMO energy, eV: -9.6
Spin multiplicity: 1

Atoms and positions in Å:
C1 0.49816 1.50216 0.07793
C2 0.12003 0.05215 0.82867
C3 -0.73922 -0.84717 -0.07928
C4 -0.43687 -2.15760 -0.97681
H1 0.54261 2.62712 -1.51283
H2 -0.90561 1.32026 -1.84153
H3 1.58061 2.04894 1.54795
H4 -1.03459 -2.53685 -2.27284
N1 -0.01898 1.77689 -1.21088
N2 1.13360 2.41280 0.79822
O1 0.61364 -0.22324 1.87388
O2 -1.81500 -0.13276 -0.39241
O3 0.62160 -2.65456 -0.49837

Relative to the most stable one, in eV, the structures come out at run A 0.000; run B 3.115.

Run A
Below is a gas-phase ion, CH3BrNO2S (charge -1), with properties calculated with wB97M-V/def2-TZVPD.

Results
SMILES: NC=[S@@](=O)([O-])Br
HOMO energy, eV: -3.9
Charge: -1
Spin multiplicity: 1

Atoms and positions in Å:
C1 -0.98949 -0.19297 0.29995
N1 -1.08167 1.14700 0.08371
O1 0.80523 -2.19186 -0.57493
O2 1.27336 0.18533 -0.97204
S1 0.65397 -0.84750 -0.12618
Br1 2.24718 -0.69459 1.69416
H1 -1.26965 -0.75164 -0.60390
H2 -0.48077 1.62237 -0.69275
H3 -1.15816 1.72387 0.89198

Run B
Below is 2 unconnected molecules or ions with the total composition CH3BrNO2S, with properties calculated with wB97M-V/def2-TZVPD.

Results
HOMO energy (spin up / spin down), eV: -4.0 / -4.0
Charge: -1
Spin multiplicity: 1

Atoms and positions in Å:
C1 1.10340 -1.46199 -1.16375
N1 -0.28943 1.35666 0.72949
O1 -0.31066 -0.91771 2.05828
O2 -1.95659 -0.55433 0.17812
S1 -0.54705 -0.43288 0.68594
Br1 2.05034 0.07312 -1.50600
H1 0.04780 -1.37512 -1.54025
H2 0.71088 1.54010 0.56525
H3 -0.80869 1.77215 -0.00708

Relative to the most stable one, in eV, the structures come out at run A 0.000; run B 1.544.

Run A
Below is 2 unconnected molecules or ions with the total composition C4H14N3O, with properties calculated with wB97M-V/def2-TZVPD.

Results
HOMO energy (spin up / spin down), eV: -18.8 / -18.8
Charge: +2
Spin multiplicity: 2

Atoms and positions in Å:
C1 0.00139 -0.88161 -1.28528
N1 -0.68330 -2.09841 -1.03675
C2 -0.79370 -2.21519 0.42266
O1 -1.56951 -3.35499 0.70658
H1 -0.70192 -0.06589 -1.06619
H2 0.37716 -0.84207 -2.31198
H3 0.93526 -0.69628 -0.68244
H4 -0.12803 -2.94909 -1.25577
H5 0.15765 -2.31132 0.96094
H6 -1.24265 -1.24055 0.82303
H7 -2.39479 -3.28072 0.18402
C3 1.43791 3.32593 -1.01251
N2 0.07775 1.11763 1.68198
C4 0.62168 2.05223 0.95170
N3 0.90329 2.10252 -0.33276
H8 2.41914 3.07779 -1.35180
H9 1.49682 4.08189 -0.26320
H10 0.74611 3.62965 -1.79491
H11 -0.16620 0.22584 1.27831
H12 -0.08759 1.30876 2.65388
H13 0.86707 2.93758 1.56059
H14 0.59017 1.42409 -1.03384

Run B
Below is 2 unconnected molecules or ions with the total composition C4H14N3O, with properties calculated with wB97M-V/def2-TZVPD.

Results
HOMO energy (spin up / spin down), eV: -19.4 / -19.4
Charge: +2
Spin multiplicity: 2

Atoms and positions in Å:
C1 -0.35743 -0.78081 -1.64169
C2 1.03376 -0.76681 -0.99243
C3 1.38425 0.45526 -0.06554
N1 0.17182 2.99944 0.63222
C4 0.12139 1.92616 1.34439
N2 0.50735 0.67952 1.00966
N3 -1.46614 -0.94698 -0.66590
H1 -0.37627 -1.59533 -2.35653
H2 -0.50595 0.15138 -2.18868
H3 1.82014 -0.72116 -1.73263
H4 1.09371 -1.69231 -0.41439
H5 1.65042 1.34821 -0.64655
H6 2.39978 0.15086 0.26004
H7 -0.17065 3.85009 1.08136
H8 0.79641 3.09858 -0.15068
H9 -0.51810 1.97567 2.22333
H10 -2.34968 -1.16628 -1.14573
H11 -1.56538 -0.11492 -0.09241
H12 -1.26826 -1.77980 -0.05448
H13 -1.24012 -3.00046 2.02063
H14 -0.45309 -1.67689 2.08832
O1 -0.70795 -2.39343 1.48768

Relative to the most stable one, in eV, the structures come out at run A 1.935; run B 0.000.

Run A
Below is a molecular structure, C4H2BrNO, with properties calculated with wB97M-V/def2-TZVPD.

Results
HOMO energy (spin up / spin down), eV: -8.8 / -8.9
Spin multiplicity: 1

Atoms and positions in Å:
C1 0.74825 1.11448 0.22842
C2 -0.43501 1.21374 -0.42533
C3 -0.55206 -1.69579 -0.47221
C4 0.24794 -1.56280 0.47742
N1 1.69678 1.07382 0.90308
O1 -1.53607 -1.88603 -1.13016
Br1 1.55431 -1.19148 1.64980
H1 -1.15893 1.76998 0.25294
H2 -0.56521 1.16409 -1.48395

Run B
Below is 2 unconnected molecules or ions with the total composition C4H2BrNO, with properties calculated with wB97M-V/def2-TZVPD.

Results
HOMO energy, eV: -9.4
Spin multiplicity: 1

Atoms and positions in Å:
C1 -1.53743 -1.25948 -0.02652
C2 1.37235 0.79371 0.61209
C3 -0.44536 -1.29417 -0.87936
C4 0.35763 0.69447 -0.12938
N1 -2.36106 -0.93980 0.70256
O1 0.03732 -1.93359 -1.75971
Br1 -0.87910 2.03350 -0.56573
H1 1.46202 1.86413 1.11869
H2 1.99363 0.04125 0.92736

Relative to the most stable one, in eV, the structures come out at run A 1.600; run B 0.000.